Here is a structure of composition C50H54CsN3OP3Si2 from the OMol25 dataset. Energies are from ωB97M-V/def2-TZVPD.

Each line ends with the Löwdin charge.
Geometry (Å):
C  -2.925  -1.357  -0.352  -0.16
H  3.221  -1.381  -2.553  0.01
H  3.982  2.287  7.200  0.09
C  5.105  3.837  -0.169  -0.11
H  -2.018  6.206  0.938  0.09
C  1.883  1.166  4.790  -0.10
C  3.100  3.496  5.658  -0.10
C  3.083  -0.477  -3.148  -0.20
C  1.100  -5.352  3.082  -0.08
H  -1.009  -1.680  4.094  0.01
H  3.724  -0.561  0.778  0.09
P  -0.558  -3.304  -0.001  1.04
C  1.558  -6.532  2.513  -0.09
H  3.601  -0.623  -4.096  0.02
H  2.135  -3.333  -4.073  0.10
C  0.287  -4.381  -4.405  -0.09
H  -0.483  3.853  4.990  0.09
C  -2.103  6.127  3.082  -0.11
O  -3.164  0.810  -0.582  -0.08
C  1.644  2.350  4.105  -0.27
C  5.694  0.046  3.466  -0.11
H  1.746  -7.676  0.707  0.10
H  -4.382  -6.285  1.117  0.10
H  -5.390  -2.269  0.011  0.11
C  0.277  -4.632  0.932  -0.38
H  -1.638  -5.326  -4.439  0.10
Cs  0.265  0.143  0.093  0.99
C  -1.669  1.130  5.524  -0.18
H  5.390  7.106  -1.001  0.09
H  4.652  3.157  2.641  0.11
H  5.642  -0.255  -1.149  0.02
C  -0.415  3.905  2.849  -0.27
C  5.022  -0.673  2.487  -0.10
C  4.231  -0.010  1.562  -0.10
C  -1.662  5.463  4.217  -0.10
Si  -1.737  0.668  3.693  0.25
C  1.447  2.494  1.220  -0.63
H  4.219  3.342  -2.947  0.01
H  2.783  2.703  -3.736  0.02
H  -6.097  -4.535  0.712  0.10
H  -3.681  0.880  2.148  -0.01
H  2.061  -7.269  3.125  0.10
C  -3.391  1.352  3.086  -0.17
H  1.395  0.261  4.446  0.10
P  0.580  2.359  2.598  0.53
C  3.797  2.455  -3.421  -0.18
C  5.573  0.548  -1.885  -0.18
C  0.920  -3.384  -2.317  -0.10
C  2.274  3.511  4.547  -0.10
H  -1.999  -5.762  0.806  0.10
H  0.127  -3.474  2.734  0.09
H  2.950  6.997  -0.585  0.09
C  -0.280  -3.795  -1.739  -0.38
H  1.244  -5.163  4.137  0.10
H  -3.307  2.429  2.930  0.02
N  2.807  1.289  -0.866  -0.38
N  -0.448  1.130  2.730  -0.39
C  -0.827  4.360  4.095  -0.11
H  6.317  -0.465  4.189  0.09
C  5.703  5.031  -0.543  -0.10
H  4.387  2.229  -4.311  0.02
C  4.928  6.172  -0.706  -0.11
H  -2.430  0.579  6.080  0.02
C  -1.198  -4.495  -2.516  -0.08
H  5.123  -1.751  2.440  0.09
C  -0.914  -4.785  -3.843  -0.08
C  1.207  -3.679  -3.638  -0.07
H  -1.929  -1.123  -0.721  -0.01
H  0.609  -5.997  -0.692  0.10
H  -1.965  5.805  5.199  0.09
H  3.571  4.412  5.995  0.09
C  5.563  1.428  3.512  -0.10
H  -2.772  -1.588  4.131  0.02
C  -1.879  -1.216  3.627  -0.18
H  6.773  5.073  -0.706  0.09
H  -3.731  1.485  -0.173  0.10
C  1.382  -6.760  1.155  -0.09
H  1.633  -2.817  -1.730  0.09
C  -4.086  -5.293  0.802  -0.08
C  3.736  3.762  0.056  -0.27
H  -1.919  -1.553  2.588  0.00
C  4.077  1.372  1.606  -0.26
C  -0.847  4.594  1.721  -0.10
Si  3.769  1.014  -2.208  0.25
H  -1.868  2.194  5.656  0.01
H  1.914  4.852  0.133  0.08
H  6.047  0.205  -2.807  0.02
C  4.757  2.080  2.593  -0.09
C  0.741  -5.816  0.369  -0.09
H  2.916  0.200  6.402  0.10
C  -2.745  -4.998  0.623  -0.08
H  -4.191  1.172  3.806  0.02
C  2.729  1.136  5.889  -0.10
C  -5.047  -4.312  0.577  -0.07
H  -0.493  4.251  0.753  0.09
C  3.560  6.109  -0.473  -0.10
H  -2.139  -4.814  -2.087  0.10
H  -0.697  0.915  5.970  0.01
C  3.330  2.304  6.335  -0.11
C  0.472  -4.402  2.293  -0.09
H  2.109  4.439  4.006  0.11
C  -4.658  -3.045  0.183  -0.03
C  -3.309  -2.739  0.015  -0.21
N  -3.740  -0.399  -0.175  0.02
H  -2.755  6.987  3.173  0.09
C  2.975  4.915  -0.087  -0.08
P  2.870  2.181  0.469  0.52
H  2.018  -0.371  -3.358  0.02
H  5.716  2.951  -0.036  0.09
H  6.153  1.389  -1.508  0.00
H  6.077  1.997  4.276  0.10
H  0.502  -4.601  -5.442  0.10
C  -2.336  -3.729  0.223  -0.32
C  -1.689  5.687  1.830  -0.10

Output
lowest unoccupied orbital energy: 1.9 eV
net charge: -1
gap between HOMO and LUMO: 0.20492 Eh

Here is the molecule CHNO4S from the OMol25 dataset. Energies are from ωB97M-V/def2-TZVPD.

Each line ends with the natural charge from an NBO analysis.
Geometry (Å):
O  -0.468  1.714  0.583  -0.35
N  0.412  1.318  -0.137  0.50
O  -1.369  -0.711  1.504  -0.78
S  -0.558  -1.093  0.415  2.14
O  -0.346  -2.412  -0.032  -0.82
C  0.095  -0.002  -0.665  -0.61
H  0.732  -0.686  -1.351  0.28
O  1.503  1.871  -0.317  -0.36

Output
lowest unoccupied orbital energy: -1.5 eV
gap between HOMO and LUMO: 0.34686 Eh

Here is a cluster of 2 separate species, C4H15N2O in total from the OMol25 dataset. Energies are from ωB97M-V/def2-TZVPD.

Each line ends with the natural charge from an NBO analysis.
Geometry (Å):
H  1.147  0.810  1.373  0.21
C  0.753  -1.965  1.254  -0.61
H  -1.414  -0.221  0.836  0.42
H  -1.304  1.388  1.298  0.47
H  1.031  -1.636  2.266  0.21
N  -0.569  2.672  -0.106  -0.86
H  -0.163  3.553  -0.400  0.40
H  1.295  -2.865  0.988  0.26
H  -0.231  -1.177  -3.444  0.48
H  -0.186  1.006  -1.385  0.20
H  -1.515  -1.763  -2.976  0.48
H  -0.817  0.096  2.309  0.44
H  1.310  1.886  -0.774  0.24
C  0.470  0.504  0.563  -0.02
H  -1.385  2.535  -0.695  0.37
O  -0.599  -1.714  -2.704  -0.95
H  0.287  -1.164  -0.712  0.25
H  -0.309  -2.133  1.494  0.19
C  0.307  1.530  -0.567  -0.25
C  0.853  -0.910  0.192  -0.47
H  1.892  -0.896  -0.170  0.24
N  -0.852  0.462  1.359  -0.70

Output
lowest unoccupied orbital energy: -3.2 eV
net charge: +1
gap between HOMO and LUMO: 0.41751 Eh

Here is a structure of composition C25H28CoFN6Si from the OMol25 dataset. Energies are from ωB97M-V/def2-TZVPD.

Each line ends with the natural charge from an NBO analysis.
Geometry (Å):
C  1.255  2.526  -0.825  -0.26
H  4.909  -2.901  1.523  0.23
H  4.115  2.387  -1.107  0.43
C  5.754  -1.188  0.531  -0.19
C  0.084  -1.977  2.353  0.18
N  -3.617  1.512  -0.609  -0.51
N  -1.902  0.305  0.062  -0.56
H  -1.209  2.211  2.005  0.22
H  -1.167  3.204  -0.047  0.24
C  -4.523  -2.151  0.999  -0.19
C  0.118  -2.704  3.554  -0.29
Si  -0.194  0.527  3.516  1.82
C  -1.763  0.224  4.446  -1.15
N  1.981  0.416  0.145  -0.55
H  1.533  3.100  -1.711  0.22
H  2.567  -2.095  1.389  0.25
C  3.386  -1.517  0.978  -0.21
H  1.112  1.371  5.418  0.24
H  0.180  -4.656  0.218  0.24
C  -3.229  -1.688  0.882  -0.21
C  1.256  0.592  4.663  -1.14
C  -5.623  -1.389  0.561  -0.19
C  0.115  -2.775  1.215  0.27
C  4.692  -1.952  1.051  -0.20
H  6.366  0.623  -0.462  0.23
H  -4.699  -3.123  1.440  0.23
C  -0.325  2.187  2.653  -1.14
C  3.169  -0.287  0.362  0.15
N  0.035  -0.598  2.228  -1.15
C  0.167  -4.093  3.562  -0.19
N  3.640  1.625  -0.654  -0.51
C  2.312  1.532  -0.449  0.40
H  0.111  -2.170  4.497  0.22
H  0.193  -4.609  4.513  0.22
C  -2.280  1.439  -0.466  0.40
F  0.092  -2.089  0.005  -0.37
N  0.013  1.758  -0.973  -0.64
H  -2.381  -2.266  1.228  0.24
C  -5.465  -0.138  0.000  -0.23
H  -1.832  -0.806  4.805  0.25
C  4.224  0.465  -0.138  0.09
H  -4.128  2.291  -0.988  0.43
C  0.189  -4.826  2.382  -0.25
H  0.033  1.210  -1.829  0.41
H  -0.426  3.006  3.371  0.26
H  -6.621  -1.794  0.672  0.23
Co  0.032  0.109  0.499  1.19
H  -2.625  0.406  3.796  0.24
H  1.116  3.232  -0.003  0.24
H  2.167  0.824  4.103  0.24
C  -3.065  -0.429  0.310  0.16
H  0.578  2.388  2.060  0.21
C  5.546  0.036  -0.071  -0.22
H  1.421  -0.351  5.189  0.24
C  0.163  -4.145  1.172  -0.25
C  -1.263  2.473  -0.852  -0.27
H  -6.313  0.447  -0.329  0.23
H  -1.561  3.010  -1.755  0.22
C  -4.156  0.321  -0.108  0.09
H  0.226  -5.906  2.398  0.23
H  6.763  -1.570  0.612  0.23
H  -1.843  0.886  5.313  0.24

Output
multiplicity: 2
lowest unoccupied orbital energy (alpha / beta): -2.3 / -2.4 eV
net charge: +1
⟨S²⟩: 0.766
gap between HOMO and LUMO (alpha / beta): 0.26746 / 0.26469 Eh